1 | Formula: C3H9OP
Source: the Open Molecules 2025 dataset
Level of theory: wB97M-V/def2-TZVPD

As for the SMILES: C=C(C)O.P. The charge is 0. For the HOMO-LUMO gap, the calculation gives 9.8 eV. The calculation puts the HOMO energy at -9.09 eV.

Geometry (Å):
C -1.43180 0.34397 -0.58332
C 0.75052 0.62847 -1.76833
C -0.01676 -0.04644 -0.95575
O 0.46045 -1.22271 -0.35389
P 0.56525 -1.38383 2.14710
H -1.87959 -0.67624 -0.23266
H -2.01679 0.83613 -1.45033
H -1.45304 0.90626 0.44024
H 0.29927 1.31980 -2.41962
H 1.59547 0.08401 -1.97749
H 0.26005 0.06375 1.99300
H 1.31777 -1.49941 -0.84842
H 1.95922 -0.98453 2.26271
H 0.55479 -1.29058 3.65659


2 | Formula: C3H9OP
Source: the Open Molecules 2025 dataset
Level of theory: wB97M-V/def2-TZVPD

As for the SMILES: CC(C)(O)P. The charge is 0. For the HOMO-LUMO gap, the calculation gives 10.4 eV. The calculation puts the HOMO energy at -9.55 eV.

Geometry (Å):
C 0.34737 0.74310 1.23081
C 0.57528 -1.20830 -0.48450
C -0.20996 0.08130 -0.04929
O -0.03815 1.17742 -1.08096
P -2.03735 -0.03142 0.10233
H -0.39730 1.62444 1.42316
H 1.38055 1.02536 1.03980
H 0.36850 -0.01914 2.08045
H 0.20668 -1.37775 -1.53012
H 0.08370 -2.07943 0.04516
H 1.60628 -1.16635 -0.13961
H 0.81072 1.50045 -1.00812
H -2.07560 -1.32493 0.66286
H -2.33168 -0.58235 -1.17094


Stability check: which of them is most stable? 2.